Entry from OMol25: a 5-piece molecular cluster, C23H38BClNO17P overall (ωB97M-V with the def2-TZVPD basis set).

E_HOMO = -8.62 eV
Kohn-Sham gap = 0.3166 Eh
SMILES = CC(=O)OC(=O)CB(C[C@H](C)Cl)P(=N)(O)O.C[C@@H]1COC(=O)O1.C[C@@H]1COC(=O)O1.C[C@@H]1COC(=O)O1.C[C@@H]1COC(=O)O1

```
82
Properties=species:S:1:pos:R:3:forces:R:3:lowdin_charge:R:1
C -1.6575 -2.2686 2.3964 -0.1 0.1 0.0 0.033
C -0.6930 -2.2958 1.2453 0.4 -0.7 -0.3 -0.485
O 0.2214 -3.0589 1.1351 -0.4 0.4 0.1 0.139
O -1.0226 -1.3536 0.2701 0.0 0.5 0.5 0.059
C -0.0245 -0.6394 -0.3795 0.6 -0.6 -0.5 -0.482
O 1.0620 -1.0838 -0.6176 -0.6 0.4 0.3 0.129
C -0.5124 0.7168 -0.8119 0.1 0.0 -0.5 -0.022
B 0.0130 1.9108 0.0931 0.0 0.0 0.1 -0.322
C -0.8094 2.4486 1.3218 -0.1 -0.3 -0.1 -0.184
C -0.8867 1.2909 2.3260 -0.6 0.6 0.0 -0.656
C -1.4364 1.6717 3.7070 0.1 -0.4 0.0 -0.083
Cl 0.7803 0.5833 2.4362 0.1 -0.2 0.0 0.753
P 1.6524 2.8783 -0.3075 0.1 0.3 0.3 0.504
N 1.8902 4.1596 0.5412 0.0 -0.5 0.0 -0.163
O 1.4386 3.2753 -1.8650 -0.2 0.2 0.0 -0.174
O 2.8069 1.7597 -0.3211 0.1 0.1 0.0 -0.163
H -1.0946 -1.9658 3.2862 -0.1 -0.1 -0.1 0.078
H -2.4772 -1.5678 2.2445 0.0 -0.1 -0.1 0.083
H -2.0465 -3.2794 2.5485 0.1 0.2 0.0 0.100
H -0.0922 0.8361 -1.8191 -0.1 0.1 0.1 0.123
H -1.6029 0.7300 -0.8970 0.1 -0.1 0.2 0.119
H -0.3481 3.3354 1.7623 -0.1 -0.1 0.0 0.091
H -1.8513 2.6608 1.0404 0.1 0.1 0.0 0.124
H -1.5174 0.5247 1.8741 0.3 -0.2 0.1 0.078
H -1.6495 2.7397 3.7530 0.0 -0.1 0.1 0.082
H -0.7309 1.4007 4.4957 -0.1 0.2 -0.1 0.055
H -2.3512 1.1079 3.9162 0.1 0.2 0.0 0.086
H 2.7725 4.1846 1.0383 -0.1 0.3 0.0 -0.012
H 1.5907 4.2341 -1.9002 0.1 -0.1 -0.1 0.075
H 3.6616 2.1907 -0.1524 0.0 -0.1 0.0 0.059
C 1.3014 -3.5101 -2.7647 0.1 0.0 -0.2 -0.014
C 0.1377 -4.3533 -3.2081 0.1 0.0 0.1 -0.320
C 0.4687 -5.6909 -3.8338 0.0 0.0 0.0 -0.092
O -0.6492 -5.9044 -4.7070 0.1 0.0 0.0 0.059
C -1.1449 -4.6904 -5.0501 0.1 0.0 0.1 -0.571
O -1.9593 -4.5069 -5.8944 0.0 0.0 0.0 0.161
O -0.5770 -3.7233 -4.2952 -0.1 0.0 0.0 0.082
H 0.9763 -2.4944 -2.5589 0.0 0.0 0.1 0.068
H 1.7366 -3.9132 -1.8512 0.0 0.0 0.0 0.098
H 2.0709 -3.4670 -3.5380 0.0 -0.1 0.0 0.090
H -0.5743 -4.4857 -2.3882 0.0 0.0 0.0 0.159
H 0.5444 -6.5087 -3.1226 -0.1 0.0 0.0 0.138
H 1.3766 -5.6405 -4.4398 0.0 0.0 0.0 0.136
C -4.9552 1.2661 -3.4832 0.2 0.0 0.1 -0.019
C -5.7342 0.9392 -2.2365 0.0 0.0 -0.1 -0.326
C -6.2229 2.1188 -1.4222 0.0 0.0 0.0 -0.089
O -6.2687 1.5747 -0.0959 0.0 0.0 0.0 0.065
C -5.3653 0.5689 -0.0283 0.1 0.1 -0.1 -0.569
O -5.0201 0.0310 0.9723 0.1 0.0 0.1 0.160
O -4.9006 0.2744 -1.2649 0.0 -0.1 0.0 0.076
H -4.4522 0.3768 -3.8600 -0.1 0.0 0.0 0.091
H -5.6261 1.6373 -4.2574 0.0 0.0 0.0 0.091
H -4.1967 2.0241 -3.2825 0.0 0.0 0.0 0.088
H -6.5637 0.2643 -2.4653 0.0 0.0 0.0 0.159
H -7.2058 2.4827 -1.7081 0.0 -0.1 0.1 0.139
H -5.5054 2.9429 -1.4328 0.0 0.0 -0.1 0.138
C 5.2619 2.7145 -5.3695 -0.2 0.0 0.0 -0.019
C 5.8698 2.9611 -4.0144 0.0 0.0 -0.1 -0.321
C 6.0214 1.7498 -3.1176 0.0 -0.1 0.0 -0.082
O 5.9406 2.3348 -1.8089 0.0 0.0 0.0 0.063
C 5.2076 3.4680 -1.9105 -0.1 -0.1 -0.2 -0.573
O 4.7791 4.0771 -0.9820 0.0 0.0 0.1 0.146
O 5.0060 3.7864 -3.2038 0.1 0.1 0.0 0.091
H 4.9784 3.6576 -5.8339 0.1 0.0 0.0 0.090
H 5.9811 2.2125 -6.0161 0.0 0.0 0.0 0.091
H 4.3673 2.0962 -5.2886 0.0 0.0 0.0 0.091
H 6.8247 3.4863 -4.1065 0.0 0.0 0.0 0.158
H 6.9661 1.2257 -3.2309 0.0 0.1 0.1 0.139
H 5.1904 1.0506 -3.2342 0.0 0.0 0.0 0.141
C 1.1204 -2.0018 5.5183 -0.2 -0.1 -0.1 -0.020
C 0.4731 -1.1934 6.6086 0.1 0.0 -0.1 -0.323
C 0.0972 -1.9327 7.8749 0.0 0.0 0.0 -0.089
O -1.0225 -1.1715 8.3483 0.0 -0.1 0.0 0.064
C -1.6083 -0.5820 7.2784 0.1 0.0 0.0 -0.565
O -2.6555 -0.0262 7.2957 -0.1 0.0 0.0 0.171
O -0.8224 -0.7210 6.1826 0.0 0.1 0.0 0.057
H 1.1039 -1.4406 4.5855 0.1 0.1 0.0 0.050
H 2.1542 -2.2360 5.7698 0.0 0.0 0.0 0.093
H 0.5801 -2.9349 5.3501 0.0 0.0 0.0 0.091
H 1.0761 -0.3129 6.8493 0.0 0.0 0.0 0.160
H 0.8787 -1.9510 8.6294 -0.1 0.1 0.1 0.138
H -0.2401 -2.9505 7.6650 0.0 0.0 0.0 0.138
```
Positions in Å, forces in eV/Å.

---

Entry from OMol25: a 3-piece molecular cluster, C23H38F3NO10SSi overall in a non-equilibrium geometry (ωB97M-V with the def2-TZVPD basis set).

E_HOMO = -9.35 eV
Kohn-Sham gap = 0.3562 Eh
SMILES = C[C@H](C[Si@H](CC(=O)N(C)C)S(=O)(=O)C(F)(F)F)OCc1ccccc1.CCOC(=O)OC.CCOC(=O)OC

```
77
Properties=species:S:1:pos:R:3:forces:R:3:lowdin_charge:R:1
C -0.3357 -0.2738 4.5636 0.6 0.2 -0.3 -0.043
C -0.1131 -1.1111 3.2915 1.0 0.3 0.4 -0.468
C 0.2199 -0.1503 2.1299 -0.7 -0.4 0.5 -0.223
Si -0.0298 -0.9207 0.4408 1.3 1.0 -0.3 0.730
C 0.8163 0.2432 -0.8189 0.6 0.8 1.1 -0.181
C 2.2157 -0.2403 -1.2029 -0.9 -1.1 -0.8 -0.511
O 2.3113 -1.2543 -1.8742 0.2 1.0 0.3 0.075
N 3.3326 0.5265 -0.7817 0.7 -0.6 0.0 -0.161
C 3.6622 0.2504 0.6302 -0.7 0.5 0.7 -0.061
C 4.4953 0.2961 -1.6466 0.4 0.0 -0.5 -0.082
S -2.1701 -0.9478 -0.1853 -1.7 -2.0 0.5 0.624
O -3.0782 -0.8906 0.9284 0.3 1.3 0.4 -0.323
O -2.4210 -2.1015 -1.0146 0.9 0.3 -0.9 -0.335
C -2.5707 0.5389 -1.2560 -0.4 0.9 -0.1 -0.687
F -1.9510 1.6601 -0.8357 0.2 -0.4 0.1 0.112
F -2.2640 0.3483 -2.5367 0.2 0.0 0.4 0.124
F -3.8762 0.7639 -1.1581 0.1 -0.3 -0.1 0.149
O -1.1683 -1.9742 2.9362 0.0 0.1 -0.4 -0.151
C -1.5720 -2.8552 3.9816 0.3 -0.2 -0.1 -0.145
C -1.9608 -4.2219 3.4715 -0.5 0.6 0.1 -0.195
C -1.0846 -5.1340 2.9211 1.0 0.4 0.0 -0.042
C -1.5134 -6.3721 2.5166 0.3 -1.3 -0.5 -0.094
C -2.8286 -6.7657 2.6497 -0.3 0.4 0.2 -0.085
C -3.7089 -5.8453 3.1914 -0.7 -1.0 -0.1 -0.088
C -3.2831 -4.6042 3.5932 -0.6 0.4 0.3 -0.046
H -0.5470 -0.8542 5.4643 -0.2 0.1 -0.2 0.075
H 0.6104 0.2550 4.7569 -0.2 -0.1 0.0 0.089
H -1.0729 0.5153 4.3718 -0.2 -0.4 0.2 0.090
H 0.8010 -1.7239 3.4339 -0.3 0.0 0.2 0.145
H -0.3749 0.7648 2.2689 0.0 -0.1 -0.4 0.095
H 1.2704 0.1507 2.2394 -0.2 -0.1 -0.2 0.075
H 0.6126 -2.2278 0.2761 -0.5 -0.3 0.1 0.035
H 0.9484 1.2107 -0.3037 -0.3 -0.2 -0.1 0.083
H 0.1961 0.4579 -1.6937 0.4 -0.4 -0.1 0.079
H 3.1698 0.9976 1.2707 0.1 -0.2 -0.1 0.077
H 4.7323 0.3443 0.8264 -0.1 0.0 -0.3 0.087
H 3.3590 -0.7540 0.9682 0.1 0.1 -0.2 0.094
H 5.4076 0.7239 -1.2186 -0.4 0.1 0.2 0.083
H 4.7112 -0.7658 -1.8313 -0.2 0.2 0.0 0.089
H 4.3250 0.8115 -2.5988 0.0 -0.3 0.1 0.092
H -2.4371 -2.4015 4.4824 0.3 -0.2 0.2 0.132
H -0.7288 -2.9822 4.6795 -0.3 0.1 0.0 0.132
H -0.0275 -4.8938 2.8164 -0.2 0.1 0.0 0.120
H -0.8284 -7.1095 2.1012 0.2 0.4 0.1 0.107
H -3.1727 -7.7528 2.3610 0.1 0.1 0.0 0.105
H -4.7470 -6.1500 3.3081 0.1 0.3 0.0 0.107
H -4.0253 -3.9431 4.0380 0.3 0.1 -0.1 0.117
C 5.7337 5.8884 4.1714 -0.3 0.0 0.1 -0.067
C 5.8802 5.3997 2.7454 0.4 0.3 0.2 -0.210
O 4.7789 4.5684 2.3495 0.0 -0.1 -0.1 0.033
C 3.6388 5.2095 2.0926 0.1 -0.1 0.2 -0.611
O 3.4607 6.3970 2.1531 0.0 0.0 -0.1 0.128
O 2.7155 4.2982 1.7744 0.0 0.0 0.0 -0.004
C 1.4083 4.8405 1.5746 -0.3 0.0 -0.1 -0.037
H 5.5981 5.0456 4.8512 0.1 0.0 0.0 0.082
H 6.6170 6.4507 4.4744 0.0 0.0 0.0 0.081
H 4.8635 6.5344 4.2813 0.1 0.1 -0.1 0.074
H 6.7695 4.7764 2.6638 -0.2 -0.2 -0.1 0.121
H 5.9980 6.2274 2.0454 -0.2 0.0 0.0 0.125
H 1.4217 5.6368 0.8332 0.1 0.1 0.1 0.098
H 1.0061 5.2061 2.5188 0.0 0.1 0.0 0.100
H 0.7772 4.0326 1.2121 0.2 -0.1 0.0 0.085
C -3.2223 -1.2574 -4.9600 0.2 0.1 -0.3 -0.059
C -4.5031 -1.2375 -5.7675 0.1 -0.4 0.4 -0.202
O -4.6009 -0.0628 -6.5888 -0.1 0.0 -0.1 0.039
C -3.8309 -0.0534 -7.6744 0.0 0.0 0.2 -0.612
O -3.0852 -0.9291 -8.0277 0.0 0.0 -0.1 0.123
O -4.0164 1.1113 -8.3032 0.0 0.0 0.0 0.003
C -3.1719 1.2984 -9.4389 0.1 0.1 -0.2 -0.045
H -3.1291 -0.3478 -4.3773 -0.2 0.0 0.0 0.057
H -3.2061 -2.1152 -4.2870 -0.1 0.0 0.0 0.087
H -2.3473 -1.3152 -5.6074 -0.1 -0.1 -0.1 0.079
H -5.3571 -1.2027 -5.0926 -0.1 0.2 -0.1 0.123
H -4.6094 -2.1343 -6.3789 0.1 0.1 -0.1 0.124
H -3.2683 0.4725 -10.1412 0.1 -0.1 0.1 0.095
H -2.1355 1.4077 -9.1213 0.0 -0.1 0.0 0.098
H -3.4896 2.2159 -9.9277 -0.1 0.0 0.2 0.092
```
Positions in Å, forces in eV/Å.

---

Entry from OMol25: a 2-piece molecular cluster, C23H38N2O3 overall in a non-equilibrium geometry (ωB97M-V with the def2-TZVPD basis set).

E_HOMO (alpha / beta) = -10.85 / -11.90 eV
⟨S²⟩ = 0.754
Net charge = +1
Kohn-Sham gap (alpha / beta) = 0.2511 / 0.2895 Eh
Spin multiplicity = 2

```
66
Properties=species:S:1:pos:R:3:forces:R:3:lowdin_charge:R:1
C 6.5607 -0.1036 4.2072 0.0 -0.1 -0.3 0.060
C 6.5712 0.3436 2.9509 0.2 0.3 0.5 -0.063
C 5.8115 1.5312 2.4886 0.7 0.5 -0.2 -0.504
O 5.8006 1.8812 1.3336 -0.3 -0.1 0.1 0.112
O 5.0796 2.1382 3.4484 -0.3 -0.7 -0.1 -0.014
C 3.9506 2.8790 2.9593 0.4 1.0 0.0 -0.163
C 3.0690 3.2681 4.1445 0.0 -0.2 -0.1 -0.143
C 1.7338 2.4840 4.2216 0.7 0.4 -0.1 -0.199
C 0.5254 3.3551 3.8537 -0.5 -0.3 0.4 -0.186
C -0.6385 2.6639 3.1125 0.2 0.3 -0.1 -0.183
C -0.2144 1.7101 1.9840 -0.3 0.0 0.2 -0.131
C -0.2367 0.2430 2.3337 0.3 -0.1 0.3 -0.152
C -0.1104 -0.2519 3.6340 0.0 -0.1 -0.1 0.042
C -0.1087 -1.6220 3.8931 0.0 0.4 -0.1 0.007
C -0.2645 -2.4946 2.8462 0.1 -0.1 0.4 -0.021
N -0.3870 -2.0064 1.6033 0.0 -0.1 0.0 0.119
C -0.3676 -0.6962 1.3274 -0.1 0.3 -0.3 0.039
H 6.3312 0.5374 5.0491 -0.8 -0.2 -0.1 0.073
H 6.7791 -1.1459 4.4089 0.8 0.2 0.2 0.067
H 7.1759 -0.1246 2.1841 -0.6 -0.4 -0.2 0.113
H 4.3301 3.7781 2.4709 0.0 -0.1 -0.1 0.130
H 3.4259 2.3106 2.1887 0.0 -0.2 0.1 0.121
H 3.6611 3.1206 5.0475 0.0 0.0 0.0 0.118
H 2.8710 4.3386 4.0834 -0.1 0.0 0.1 0.111
H 1.6428 2.0882 5.2344 -0.3 -0.1 0.0 0.110
H 1.8498 1.6335 3.5452 -0.2 -0.1 0.1 0.084
H 0.1075 3.7372 4.7884 0.0 0.2 -0.1 0.117
H 0.8274 4.2354 3.2855 0.2 -0.1 -0.1 0.113
H -1.3132 2.1817 3.8231 0.0 -0.2 -0.1 0.111
H -1.2273 3.4567 2.6495 -0.1 0.0 0.1 0.114
H -0.8796 1.8293 1.1272 0.1 0.1 -0.1 0.124
H 0.7892 1.9923 1.6547 0.0 -0.1 -0.1 0.128
H -0.0141 0.4353 4.4633 0.0 0.0 0.0 0.120
H 0.0124 -1.9847 4.9026 -0.1 -0.1 0.0 0.129
H -0.2954 -3.5636 2.9963 0.0 0.0 -0.3 0.146
H -0.4870 -2.6617 0.8361 -0.1 0.1 -0.1 0.175
H -0.4762 -0.4065 0.2877 0.0 -0.2 -0.1 0.145
C -2.2594 -3.4888 -4.4375 0.1 0.1 -0.1 -0.025
C -2.4984 -2.5209 -3.2595 0.2 -1.1 -0.6 -0.486
C -3.9681 -2.0961 -3.2149 -0.2 0.4 0.1 -0.132
C -4.3527 -1.1085 -4.3148 0.1 0.0 0.0 -0.166
C -3.4085 0.0919 -4.3242 -0.3 -0.1 0.3 -0.129
C -1.9318 -0.2989 -4.4060 0.5 0.1 -1.2 -0.493
N -1.6039 -1.3227 -3.3615 -1.4 0.8 1.0 -0.082
O -1.4562 -0.7646 -2.2075 0.6 -0.2 0.2 -0.060
C -1.6000 -0.8194 -5.8143 0.0 -0.2 0.0 -0.028
C -1.0570 0.9336 -4.2044 0.1 0.1 0.4 -0.042
C -2.1562 -3.3047 -1.9957 0.1 0.2 0.3 -0.058
H -1.2180 -3.4697 -4.7584 0.0 0.0 0.0 0.093
H -2.4862 -4.5099 -4.1332 0.0 0.0 0.1 0.086
H -2.8897 -3.2797 -5.2981 0.0 0.1 0.0 0.070
H -4.1803 -1.6367 -2.2435 0.1 0.0 0.0 0.123
H -4.5920 -2.9901 -3.2789 0.1 -0.1 0.0 0.129
H -4.3550 -1.6011 -5.2900 0.0 0.0 0.0 0.106
H -5.3746 -0.7655 -4.1482 0.0 0.0 0.0 0.117
H -3.6421 0.7466 -5.1656 0.1 0.0 0.0 0.129
H -3.5763 0.6805 -3.4164 0.1 0.0 0.0 0.125
H -0.5846 -1.2153 -5.8523 0.0 0.0 0.0 0.095
H -1.6641 0.0036 -6.5248 0.0 0.1 0.1 0.092
H -2.2794 -1.5869 -6.1726 0.0 0.0 0.0 0.061
H -1.2797 1.4487 -3.2722 0.0 -0.1 0.0 0.076
H -1.2364 1.6325 -5.0201 0.0 0.0 -0.1 0.091
H 0.0012 0.6690 -4.2082 0.0 0.0 0.0 0.093
H -1.1038 -3.5988 -1.9914 0.0 0.0 0.0 0.091
H -2.7640 -4.2076 -1.9620 0.0 0.0 -0.1 0.089
H -2.3678 -2.7312 -1.0922 0.0 0.1 -0.1 0.061
```
Positions in Å, forces in eV/Å.